Entry 1:
{
  "formula": "C2H2ClNO2",
  "method": "ωB97M-V with the def2-TZVPD basis set",
  "species": ["C", "C", "N", "O", "O", "Cl", "H", "H"],
  "positions_angstrom": [[-0.6849, -0.3879, 1.0715], [-0.0637, 0.1022, 0.0015], [0.5822, -0.2865, -1.1678], [1.7715, 0.1213, -1.2223], [-0.0151, -1.0219, -1.9146], [-0.0137, 2.6246, 0.1244], [-0.8723, 0.3258, 1.8834], [-0.7041, -1.4776, 1.2239]],
  "lumo_ev": -3.00,
  "multiplicity": 1,
  "e_above_lowest_kcal_mol": 151.6,
  "homo_lumo_gap_ev": 7.956,
  "homo_energy_ev": -10.96
}



Entry 2:
{
  "formula": "C2H2ClNO2S2",
  "method": "ωB97M-V with the def2-TZVPD basis set",
  "species": ["C", "C", "N", "O", "O", "S", "S", "Cl", "H", "H"],
  "positions_angstrom": [[-1.5617, -0.5711, 0.2202], [1.0532, -0.5292, -0.2495], [-1.2654, 0.7826, -0.0406], [0.6827, 2.0009, -1.0765], [0.6897, 1.3622, 1.3724], [-0.2443, -1.7558, 0.2133], [0.3857, 1.1180, 0.0005], [-3.0904, -0.9575, 0.6770], [2.0601, -0.7507, 0.3081], [1.2904, -0.6993, -1.4249]],
  "lumo_ev": -0.54,
  "multiplicity": 1,
  "e_above_lowest_kcal_mol": 15.7,
  "smiles": "O=S1(=O)CSC(Cl)=N1",
  "homo_lumo_gap_ev": 9.600,
  "homo_energy_ev": -10.14
}



Entry 3:
{
  "formula": "C2H2ClNS",
  "method": "ωB97M-V with the def2-TZVPD basis set",
  "species": ["C", "C", "N", "S", "Cl", "H", "H"],
  "positions_angstrom": [[-0.8670, 0.3143, 0.9844], [0.0029, -0.1369, -0.0131], [-1.7265, 0.6360, 1.6601], [1.4388, 0.9830, -0.2783], [-0.6105, -0.6715, -1.5047], [0.2952, -1.7546, 0.6143], [1.4671, 0.6298, -1.4627]],
  "lumo_ev": -0.89,
  "multiplicity": 1,
  "e_above_lowest_kcal_mol": 59.8,
  "homo_lumo_gap_ev": 9.005,
  "homo_energy_ev": -9.90
}



Entry 4:
{
  "formula": "C2H2ClO2",
  "method": "ωB97M-V with the def2-TZVPD basis set",
  "species": ["C", "C", "O", "O", "Cl", "H", "H"],
  "positions_angstrom": [[0.2892, 0.3359, -0.4179], [5.1765, -0.7544, 0.2246], [4.9578, -1.7459, 0.6410], [1.0864, 0.7333, 0.3740], [5.3692, 0.6887, -0.3566], [0.5918, 0.4807, -1.4357], [-0.6636, -0.0632, -0.3385]],
  "lumo_ev": -6.26,
  "charge": 1,
  "multiplicity": 1,
  "e_above_lowest_kcal_mol": 28.1,
  "homo_lumo_gap_ev": 6.934,
  "homo_energy_ev": -13.19
}



Entry 5:
{
  "formula": "C2H2ClO3P",
  "method": "ωB97M-V with the def2-TZVPD basis set",
  "species": ["C", "C", "O", "O", "O", "P", "Cl", "H", "H"],
  "positions_angstrom": [[0.0955, 0.8287, 0.7305], [-0.7185, 0.2666, -1.0876], [-3.3443, 0.8000, -1.2891], [-0.7199, 1.3966, 1.3655], [-2.0742, 1.2667, 0.8655], [-2.3368, 0.2008, -0.4636], [-2.8666, -1.3312, 0.7481], [1.0795, 0.9030, 1.1989], [-0.3433, -0.6921, -1.3444]],
  "lumo_ev": -0.99,
  "multiplicity": 1,
  "e_above_lowest_kcal_mol": 160.2,
  "homo_lumo_gap_ev": 8.431,
  "homo_energy_ev": -9.42
}



Entry 6:
{
  "formula": "C2H2ClO4",
  "method": "ωB97M-V with the def2-TZVPD basis set",
  "species": ["C", "C", "O", "O", "O", "O", "Cl", "H", "H"],
  "positions_angstrom": [[-0.7429, 1.1555, -0.1349], [0.5328, 0.0998, 0.0699], [-1.0806, 1.5164, 0.9818], [-1.1206, 1.2630, -1.3058], [0.5429, -0.6615, -1.0691], [0.2057, -0.4713, 1.3315], [2.2207, 0.9906, 0.2365], [0.0543, -0.0799, -1.6979], [-0.5121, 0.0489, 1.6473]],
  "lumo_ev": 3.80,
  "charge": -1,
  "multiplicity": 1,
  "e_above_lowest_kcal_mol": 0.0,
  "smiles": "O=C([O-])C(O)(O)Cl",
  "homo_lumo_gap_ev": 8.709,
  "homo_energy_ev": -4.91
}



Entry 7:
{
  "formula": "C2H2ClP",
  "method": "ωB97M-V with the def2-TZVPD basis set",
  "species": ["C", "C", "P", "Cl", "H", "H"],
  "positions_angstrom": [[-1.0546, 0.4352, 0.6796], [-0.1736, -0.4184, 0.3015], [1.6182, 0.2003, 0.0728], [1.4273, -0.1386, -1.8674], [-1.6142, 1.1708, 1.0909], [-0.2031, -1.2494, -0.2775]],
  "lumo_ev": [-1.02, -0.26],
  "multiplicity": 1,
  "e_above_lowest_kcal_mol": 63.8,
  "homo_lumo_gap_ev": [6.853, 7.836],
  "homo_energy_ev": [-7.87, -8.10]
}



Entry 8:
{
  "formula": "C2H2ClP",
  "method": "ωB97M-V with the def2-TZVPD basis set",
  "species": ["C", "C", "P", "Cl", "H", "H"],
  "positions_angstrom": [[-0.9141, -0.1081, 0.1563], [0.7771, -0.0154, -0.0830], [-0.1085, -1.5738, 0.0093], [-2.0660, 1.0413, 0.0054], [1.0574, 0.4901, -0.9550], [1.2542, 0.1659, 0.8669]],
  "lumo_ev": -0.04,
  "multiplicity": 1,
  "e_above_lowest_kcal_mol": 42.7,
  "smiles": "ClC1=PC1",
  "homo_lumo_gap_ev": 8.764,
  "homo_energy_ev": -8.80
}



Entry 9:
{
  "formula": "C2H2CrFO2",
  "method": "ωB97M-V with the def2-TZVPD basis set",
  "species": ["H", "O", "C", "C", "O", "F", "H", "Cr"],
  "positions_angstrom": [[-0.8322, 0.0864, 1.2165], [0.3412, 1.4843, -0.2340], [-0.5312, 0.5917, 0.0417], [0.0045, -0.8235, 0.2278], [1.2609, -0.9565, 0.0889], [-1.6451, 0.5527, -0.7633], [-0.6672, -1.6507, -0.0610], [2.0691, 0.7157, -0.5167]],
  "lumo_ev": [-6.35, -6.15],
  "charge": 1,
  "s_squared": 6.017,
  "multiplicity": 5,
  "e_above_lowest_kcal_mol": 13.7,
  "homo_lumo_gap_ev": [8.039, 8.413],
  "homo_energy_ev": [-14.39, -14.57]
}



Entry 10:
{
  "formula": "C2H2CuFLiO2",
  "method": "ωB97M-V with the def2-TZVPD basis set",
  "species": ["F", "C", "C", "H", "H", "O", "O", "Li", "Cu"],
  "positions_angstrom": [[-0.7124, 0.0880, -2.0017], [-0.3919, 0.3591, -0.6547], [-1.3119, 1.1816, -0.0689], [-1.0075, 1.7804, 0.7934], [-2.2775, 1.3910, -0.5488], [1.4776, -1.5311, -0.1700], [1.5644, -1.5518, 1.3433], [2.8034, -0.5662, 0.5924], [-0.1442, -1.1511, 0.7150]],
  "lumo_ev": [-0.55, -1.02],
  "s_squared": 0.768,
  "multiplicity": 2,
  "e_above_lowest_kcal_mol": 21.6,
  "homo_lumo_gap_ev": [7.791, 6.939],
  "homo_energy_ev": [-8.34, -7.96]
}